C43H109BeCl3N7O7 as an isolated structure, computed with ωB97M-V/def2-TZVPD.

```
170
Properties=species:S:1:pos:R:3:forces:R:3:lowdin_charge:R:1
Be -0.51788 1.17052 -1.01837 0.27 0.72 0.00 0.616
C 0.09141 -3.95885 -3.45772 -0.03 -0.20 -0.26 0.000
N 1.58416 -3.97715 -3.18522 -0.04 0.19 0.51 -0.282
C 2.16554 -2.79036 -4.00728 0.55 -0.42 0.78 -0.001
C 1.83812 -3.87981 -1.66176 -0.23 0.85 -1.46 0.019
C 2.19054 -5.31624 -3.71617 0.42 0.03 0.14 -0.046
C 3.65576 -5.69904 -3.31652 -1.00 -0.22 -0.48 -0.236
O 4.49944 -4.64114 -3.57068 0.64 1.36 0.28 -0.048
H -0.45971 -4.65887 -2.82974 0.43 -0.53 -0.26 0.095
H -0.02127 -4.14726 -4.52538 -0.20 -0.40 0.16 0.116
H -0.42044 -3.01497 -3.27008 0.75 0.56 0.20 0.064
H 1.72225 -1.82261 -3.77267 -0.32 -0.36 0.62 0.042
H 2.00598 -2.97051 -5.07039 -0.03 -0.46 0.21 0.094
H 3.23434 -2.73699 -3.80010 -0.12 -0.16 -0.10 0.098
H 2.89708 -3.64547 -1.55319 -0.12 -0.17 0.23 0.106
H 1.51866 -4.78493 -1.14523 0.39 -0.22 -0.56 0.082
H 1.21191 -3.07273 -1.28152 0.26 0.27 -0.11 0.087
H 2.08609 -5.21039 -4.79598 0.09 -0.30 0.06 0.137
H 1.57128 -6.12879 -3.33619 -0.32 0.17 -0.18 0.136
H 4.02410 -6.51811 -3.93420 -0.90 -0.47 -0.23 0.144
H 3.72132 -6.08341 -2.29865 -0.21 0.27 0.39 0.119
H 5.39765 -4.97960 -3.58663 0.31 0.19 -0.09 0.119
C -5.03774 2.49949 0.63032 -0.55 -1.50 1.88 0.019
N -5.40078 1.06966 0.98711 -2.03 -0.66 0.99 -0.319
C -6.92904 1.07584 1.33673 0.62 -1.23 -0.90 0.038
C -5.20541 0.24729 -0.27412 -0.18 0.49 0.68 0.014
C -4.67034 0.53001 2.28128 1.07 0.73 -1.10 -0.046
C -4.58291 -1.00749 2.45985 -0.41 0.61 -0.11 -0.230
O -5.83756 -1.54742 2.83499 0.58 0.27 -0.27 -0.024
H -5.84777 2.85424 -0.00693 0.79 0.01 -0.72 0.121
H -3.98958 2.40953 0.34504 -0.17 0.99 -0.44 0.103
H -5.24088 3.00467 1.57458 0.66 0.48 0.00 0.091
H -7.55691 1.34119 0.48615 0.51 0.66 -0.22 0.113
H -7.14467 1.70542 2.20001 0.24 -0.28 -0.05 0.118
H -7.17864 0.01945 1.43586 -0.02 0.13 0.88 0.098
H -5.72716 0.84829 -1.01888 0.15 -0.43 -0.29 0.116
H -5.66196 -0.73777 -0.17739 0.02 0.15 0.08 0.112
H -4.14365 0.17905 -0.51098 -0.03 0.03 -0.02 0.059
H -4.97390 1.12783 3.14067 -1.32 -0.63 0.08 0.139
H -3.68626 0.99695 2.24086 0.67 -0.71 -0.80 0.090
H -3.81089 -1.30245 3.17055 0.05 0.78 0.72 0.117
H -4.18509 -1.51903 1.58340 -0.27 0.37 -0.82 0.089
H -5.64129 -2.45446 3.08066 -0.57 -0.26 0.22 0.097
C 2.73106 -3.08036 4.33578 -0.30 -0.13 -0.34 0.004
N 3.44495 -1.84574 3.96623 1.08 0.77 0.82 -0.343
C 2.48268 -0.63752 4.02636 0.58 -0.91 -0.39 0.037
C 4.53026 -1.72008 5.03149 0.20 0.51 -0.46 0.025
C 4.18576 -1.90465 2.64143 -0.37 1.69 -1.00 -0.056
C 3.27221 -1.78677 1.35841 0.89 1.24 0.87 -0.221
O 2.23083 -2.69685 1.41778 -0.42 -1.31 -0.52 -0.079
H 2.02795 -3.22997 3.51641 -0.54 -0.25 0.82 0.091
H 2.39090 -2.85395 5.34629 -0.80 -0.52 -0.29 0.118
H 3.39627 -3.94053 4.41119 0.24 0.20 -0.19 0.124
H 1.82935 -0.68144 3.15497 0.24 0.19 -0.14 0.072
H 3.10557 0.25660 4.05217 -0.17 -0.06 -0.13 0.103
H 1.83005 -0.67498 4.89858 0.50 -0.30 0.24 0.110
H 4.13003 -1.70843 6.04527 -0.27 -0.10 -0.22 0.124
H 5.07336 -0.79115 4.85758 0.04 -0.10 0.03 0.113
H 5.19107 -2.57538 4.89046 0.02 0.14 0.19 0.119
H 4.94776 -2.68396 2.62997 -0.71 -0.75 0.12 0.147
H 4.84904 -1.03978 2.65430 -0.18 0.39 -0.06 0.130
H 3.88047 -1.82489 0.45473 0.35 -0.64 0.01 0.131
H 2.76991 -0.83406 1.19070 0.18 0.36 0.77 0.087
H 2.67425 -3.54236 1.31732 -0.35 -0.62 -0.01 0.100
C 3.79725 3.53932 -0.26158 -0.50 2.12 1.57 0.028
N 3.15501 3.52506 1.12968 -0.81 -1.80 0.07 -0.306
C 1.67147 3.80088 0.89333 0.57 0.71 0.75 -0.042
C 3.25896 2.09819 1.69699 0.87 1.33 -0.87 -0.008
C 3.90269 4.53028 2.10692 -0.32 0.14 -0.51 -0.027
C 3.29011 4.80836 3.49469 1.53 -0.86 -0.17 -0.247
O 2.12309 5.50099 3.34212 -2.56 0.17 -0.26 -0.052
H 3.11752 3.17428 -1.03151 0.38 -1.00 0.36 0.070
H 4.81824 3.18103 -0.12999 -0.21 -0.10 -0.68 0.118
H 3.73847 4.61810 -0.40602 0.91 0.11 -0.64 0.105
H 1.58668 4.80910 0.48788 -0.09 0.03 0.24 0.102
H 1.19953 3.71243 1.87188 -0.20 0.18 -0.24 0.079
H 1.18806 3.13844 0.17528 0.61 -0.28 0.10 0.011
H 2.94817 1.36023 0.95744 -0.84 0.39 0.09 0.062
H 2.70963 2.11113 2.63835 0.24 -0.48 -0.16 0.081
H 4.33442 1.92721 1.74436 0.07 0.01 0.84 0.103
H 3.92786 5.48700 1.58522 -0.07 -0.09 -0.21 0.139
H 4.92854 4.16928 2.18057 -0.09 -0.15 -0.02 0.139
H 3.86829 5.46854 4.14119 1.30 -0.30 -0.54 0.146
H 3.20205 3.88905 4.07365 -0.30 -0.28 -0.01 0.119
H 1.49707 5.09796 3.94814 -0.34 0.41 0.06 0.091
C -2.42168 4.31286 2.67781 1.02 -0.24 1.15 -0.032
N -2.43128 5.83067 2.75472 -0.81 -0.42 0.23 -0.294
C -3.28494 6.09670 1.53394 -0.16 1.35 0.65 0.021
C -3.09536 6.33834 4.06293 0.65 -0.74 -0.66 0.059
C -0.99279 6.37417 2.73414 0.16 -1.10 -0.95 -0.090
C -0.73554 7.71336 2.09103 0.39 -0.76 -0.14 -0.260
O -1.61581 8.63710 2.59112 -0.97 1.01 -0.05 -0.020
H -2.04578 3.94626 3.63302 0.42 -0.16 -0.19 0.103
H -1.83836 4.00644 1.80951 0.39 0.10 0.24 0.069
H -3.36619 3.79103 2.52388 -0.45 0.96 0.19 0.077
H -2.90245 5.53229 0.68351 0.26 0.46 -0.06 0.083
H -3.35994 7.17920 1.43060 0.12 -0.16 -0.52 0.114
H -4.28292 5.72622 1.76821 0.06 0.03 0.06 0.103
H -4.07160 5.85371 4.07638 -0.05 0.55 0.32 0.111
H -3.03730 7.42271 4.15715 -0.59 -0.01 -0.78 0.111
H -2.47299 6.02738 4.90202 -0.09 -0.61 -0.13 0.104
H -0.45317 5.64954 2.12435 0.26 -0.07 0.22 0.107
H -0.60283 6.37267 3.75201 -0.36 -0.14 0.05 0.133
H -0.79332 7.66889 1.00348 -0.05 -0.31 -0.17 0.137
H 0.28306 8.00485 2.34714 0.37 -0.31 -0.02 0.139
H -1.61130 9.30415 1.90073 -0.52 0.84 0.41 0.121
C 2.97693 4.13714 -6.03444 -1.39 0.97 0.46 -0.082
C 2.94484 2.65774 -6.32911 1.23 0.09 -0.68 -0.254
C 1.79425 1.90233 -5.79510 -1.57 -1.82 1.26 -0.116
N 1.51491 0.46663 -6.40680 0.82 -1.18 1.61 -0.193
C 2.84925 -0.36595 -6.31517 -1.49 1.41 -1.24 0.046
C 0.90574 0.52523 -7.77122 -0.46 0.72 -0.64 -0.092
C -0.56274 0.12216 -7.67170 -0.96 -0.51 -1.09 -0.155
C -0.91159 0.14910 -6.21747 -0.05 -0.26 0.12 -0.180
C 0.38439 -0.29157 -5.58100 0.19 1.30 0.66 -0.113
H 2.04352 4.57295 -6.39068 0.21 0.41 -0.49 0.085
H 3.85258 4.65254 -6.42902 -0.21 -0.25 -0.34 0.095
H 2.93936 4.41414 -4.98090 0.22 -0.52 0.33 0.076
H 3.88235 2.32478 -5.88380 0.03 -0.81 -0.42 0.120
H 2.93500 2.53036 -7.41160 0.50 0.02 -0.16 0.125
H 0.81415 2.37411 -5.86540 0.15 0.36 -0.18 0.140
H 1.95045 1.65360 -4.74542 -0.10 0.16 0.17 0.077
H 2.62357 -1.32991 -6.77121 0.03 -0.27 0.77 0.100
H 3.20481 -0.26388 -5.28987 -0.12 -0.58 -0.09 0.097
H 3.57952 0.06212 -7.00189 -0.07 0.36 0.18 0.104
H 1.44226 -0.10791 -8.47790 0.22 0.40 0.05 0.143
H 0.88941 1.58465 -8.02709 0.60 -0.19 -0.53 0.136
H -0.79243 -0.85232 -8.10266 0.57 -0.37 0.19 0.125
H -1.23549 0.73042 -8.27629 0.35 0.52 0.08 0.133
H -1.72820 -0.52949 -5.97099 0.08 0.02 0.07 0.115
H -1.22358 1.14168 -5.89260 0.19 0.02 0.18 0.125
H 0.55473 -1.36760 -5.61597 0.10 0.19 -0.57 0.102
H 0.35653 -0.00078 -4.53088 0.72 0.14 0.07 0.071
C -3.19573 -7.90173 3.23277 -1.13 -0.34 0.60 -0.082
C -2.20965 -6.87543 2.78874 0.42 1.03 -0.67 -0.246
C -2.78144 -6.22742 1.52773 1.16 0.67 -0.57 -0.092
N -1.93859 -5.03563 0.99547 1.75 1.85 1.62 -0.220
C -0.42620 -5.44461 0.65267 -2.84 0.28 0.91 0.089
C -1.89852 -3.89442 2.04293 0.58 -0.16 0.90 -0.100
C -1.41358 -2.60908 1.36765 0.51 -0.82 2.10 -0.169
C -1.91808 -2.78501 -0.00018 0.31 -0.34 -2.43 -0.189
C -2.48868 -4.23286 -0.12923 -0.89 0.34 0.06 -0.085
H -4.12966 -7.39987 3.48576 -0.15 0.17 0.04 0.089
H -2.91707 -8.38514 4.16912 0.23 -0.31 -0.36 0.101
H -3.49529 -8.59740 2.44893 0.46 -0.34 0.15 0.099
H -1.18711 -7.23421 2.67147 -0.09 -0.27 -0.11 0.114
H -2.19209 -6.06579 3.51832 0.21 -0.14 0.33 0.106
H -3.74021 -5.82980 1.86055 -0.16 0.13 -0.76 0.137
H -2.82513 -6.85842 0.64001 -0.47 -0.37 0.31 0.145
H 0.03225 -4.59299 0.15000 -0.18 -0.22 0.17 0.057
H -0.56899 -6.32524 0.02641 0.54 0.03 0.02 0.116
H 0.00873 -5.65526 1.62968 0.27 -0.17 -0.39 0.099
H -1.29597 -4.19249 2.90094 -0.12 -0.13 -0.08 0.128
H -2.90518 -3.66193 2.39034 -0.25 -0.77 -0.09 0.127
H -0.33631 -2.49034 1.48379 0.09 -0.10 -0.43 0.099
H -1.83007 -1.76185 1.91247 -0.16 0.04 -0.14 0.104
H -1.09215 -2.62692 -0.69369 -0.24 0.11 -0.33 0.071
H -2.68738 -2.05989 -0.26566 0.09 -0.18 -0.23 0.067
H -2.36669 -4.79336 -1.05609 -0.01 0.38 -0.10 0.137
H -3.54610 -4.09568 0.09691 -0.19 -0.60 -0.28 0.138
C -0.45236 1.26006 3.49019 0.15 -0.52 1.52 0.006
C -0.47741 1.08815 2.02952 0.29 -0.31 -2.62 -0.756
O -1.48123 1.48565 1.39972 -1.09 0.17 -0.71 -0.088
O 0.51778 0.64494 1.38138 0.17 -0.24 0.29 -0.096
H 0.09605 0.47717 4.01404 0.43 0.17 -0.27 0.059
H -1.42129 1.20159 3.98602 -0.21 0.50 -0.42 0.091
H 0.02051 2.22551 3.67024 -0.04 0.03 0.33 0.085
Cl -0.97714 3.99707 -1.34036 0.34 -2.20 0.55 -0.308
Cl -2.22670 -0.60862 -2.71833 1.23 0.98 1.26 -0.288
Cl 2.11385 0.55621 -2.03385 -1.62 0.22 0.72 -0.293
```
Positions in Å, forces in eV/Å.

Values from the calculation:
- HOMO energy (eV) = -18.55
- relative energy (zero: lowest compared OMol25 entry of this formula, charge and spin) (eV) = 8.2603
- net charge = +5
- orbital gap (eV) = 7.9
- largest force on an atom (eV Å⁻¹) = 3.020